No. 1
{"formula": "C16H35N5O8Pd", "method": "the ωB97M-V functional and the def2-TZVPD basis", "lumo_energy_ha": [0.013, 0.013], "spin_multiplicity": 3, "relative_energy_kcal_mol": 0.00, "charge": 0, "homo_lumo_gap_ev": [6.66, 6.96], "mol_weight_g_mol": 531.90, "e_homo_ev": [-6.31, -6.61], "s_squared": 2.01, "total_energy_ev": -44468.2923, "elements": ["Pd", "C", "O", "O", "O", "C", "O", "N", "C", "C", "H", "H", "H", "H", "H", "H", "H", "C", "O", "N", "C", "C", "H", "H", "H", "H", "H", "H", "H", "C", "O", "N", "C", "C", "H", "H", "H", "H", "H", "H", "H", "C", "O", "N", "C", "C", "H", "H", "H", "H", "H", "H", "H", "C", "O", "N", "C", "C", "H", "H", "H", "H", "H", "H", "H"], "xyz": [[-0.3790, 1.0427, -0.5017], [-1.3186, 3.4832, -0.5801], [-1.6905, 4.5858, -0.1752], [-0.0948, 3.1820, -0.9422], [-2.0907, 2.4124, -0.4612], [-2.8949, -0.7917, -2.1845], [-1.9026, -0.2127, -1.8058], [-3.7438, -0.3014, -3.1131], [-4.9088, -1.0329, -3.5353], [-3.5132, 0.9867, -3.7090], [-3.2144, -1.7879, -1.8303], [-5.8127, -0.4417, -3.3726], [-5.0368, -1.9188, -2.9075], [-4.8345, -1.3802, -4.5675], [-3.3179, 0.8975, -4.7869], [-4.3799, 1.6393, -3.5964], [-2.6295, 1.4537, -3.2819], [2.1631, 2.1703, 1.0758], [1.2191, 1.4069, 1.0324], [2.8989, 2.3952, 2.1805], [2.7222, 1.6097, 3.3801], [4.0316, 3.3093, 2.1344], [2.4398, 2.7984, 0.2195], [3.4670, 0.8104, 3.4488], [1.7156, 1.1959, 3.3958], [2.8206, 2.2437, 4.2623], [4.2225, 3.7187, 3.1222], [4.9346, 2.7914, 1.7949], [3.8132, 4.1221, 1.4448], [-2.4997, 0.2579, 2.1229], [-1.4247, 0.1250, 1.5848], [-2.9451, -0.5195, 3.1456], [-4.3077, -0.4790, 3.6064], [-2.1134, -1.6144, 3.6359], [-3.2308, 1.0330, 1.8448], [-4.3640, -0.1577, 4.6515], [-4.8096, -1.4387, 3.4718], [-4.8793, 0.2773, 3.0650], [-2.2503, -2.4898, 2.9918], [-1.0684, -1.3178, 3.5975], [-2.4010, -1.8530, 4.6569], [1.7903, 0.5234, -3.4501], [1.1027, 0.7439, -2.4850], [3.0901, 0.1313, -3.3870], [3.9704, 0.1505, -4.5275], [3.7017, -0.1592, -2.1183], [1.4169, 0.6399, -4.4808], [4.7625, 0.8970, -4.4069], [3.4248, 0.4126, -5.4341], [4.4472, -0.8203, -4.6879], [4.2612, -1.0997, -2.1745], [4.4315, 0.6130, -1.8462], [2.9600, -0.2562, -1.3296], [0.3227, -2.2799, 0.0883], [0.4196, -1.1316, -0.2780], [0.8997, -2.7756, 1.2009], [0.9654, -4.1996, 1.5007], [1.5940, -1.8988, 2.1109], [-0.2208, -3.0473, -0.4912], [2.0174, -4.4837, 1.4682], [0.4702, -4.7538, 0.7011], [0.4526, -4.4147, 2.4345], [2.6829, -1.9759, 2.0046], [1.2806, -0.8707, 1.9234], [1.3649, -2.1559, 3.1489]], "mulliken_spin": [1.317, -0.040, 0.049, 0.281, 0.317, 0.007, 0.027, 0.002, 0.000, -0.002, 0.001, 0.000, 0.000, 0.000, 0.000, 0.000, -0.002, -0.004, 0.050, 0.003, 0.000, 0.001, -0.002, 0.000, 0.000, 0.000, 0.000, 0.000, 0.000, -0.003, -0.001, 0.001, 0.000, -0.001, 0.000, 0.000, 0.000, 0.000, 0.000, 0.000, 0.000, -0.002, -0.012, 0.000, 0.000, 0.001, 0.000, 0.000, 0.000, 0.000, 0.000, 0.000, -0.001, 0.010, 0.000, 0.002, 0.000, -0.001, 0.000, 0.000, 0.000, 0.000, 0.000, 0.000, 0.000]}

=====

No. 2
{"formula": "C16H36As3CsF18P", "method": "the ωB97M-V functional and the def2-TZVPD basis", "lumo_energy_ha": 0.059, "relative_energy_kcal_mol": 369.41, "charge": -1, "homo_lumo_gap_ev": 8.22, "mol_weight_g_mol": 959.07, "e_homo_ev": -6.61, "total_energy_ev": -258442.9009, "elements": ["Cs", "C", "C", "C", "C", "P", "C", "C", "C", "C", "C", "C", "C", "C", "C", "C", "C", "C", "H", "H", "H", "H", "H", "H", "H", "H", "H", "H", "H", "H", "H", "H", "H", "H", "H", "H", "H", "H", "H", "H", "H", "H", "H", "H", "H", "H", "H", "H", "H", "H", "H", "H", "H", "H", "As", "F", "F", "F", "F", "F", "F", "As", "F", "F", "F", "F", "F", "F", "As", "F", "F", "F", "F", "F", "F"], "xyz": [[-0.8610, 0.7681, -3.0543], [-0.0476, -3.4552, -3.0055], [0.1967, -2.0784, -2.4352], [0.2890, -1.9844, -0.9193], [0.3257, -0.4561, -0.4442], [0.3793, -0.0983, 1.3393], [1.6795, -1.0323, 2.1605], [1.0590, -2.1248, 3.1469], [2.0988, -3.1483, 3.6250], [3.3017, -2.6796, 4.4766], [0.7448, 1.7141, 1.5994], [2.0984, 2.3658, 1.1832], [2.1944, 3.8604, 1.6193], [3.5148, 4.5251, 1.5144], [-1.3167, -0.4884, 2.1483], [-2.4694, 0.3976, 1.5812], [-3.8627, -0.0705, 2.1004], [-4.9395, 0.0745, 1.0794], [-0.9911, -3.8826, -2.6659], [0.8190, -4.0694, -2.7606], [-0.1049, -3.3553, -4.0894], [-0.6352, -1.4240, -2.6955], [1.1388, -1.6902, -2.8221], [1.2174, -2.4447, -0.5812], [-0.5220, -2.4492, -0.3585], [-0.5064, 0.0939, -0.8839], [1.2154, 0.0119, -0.8655], [2.5068, -0.4048, 2.4919], [2.1448, -1.7152, 1.4497], [0.2949, -2.7352, 2.6656], [0.5980, -1.6912, 4.0343], [2.4208, -3.7080, 2.7468], [1.6592, -3.9327, 4.2410], [3.7866, -3.5813, 4.8506], [3.1245, -1.8948, 5.2120], [3.9715, -2.1373, 3.8093], [0.5070, 1.8617, 2.6529], [-0.0155, 2.1943, 0.9835], [2.4330, 2.2466, 0.1527], [2.7986, 1.6739, 1.6513], [1.8950, 4.0296, 2.6537], [1.5074, 4.4047, 0.9713], [3.5046, 5.5527, 1.8778], [3.9003, 4.6488, 0.5024], [4.2183, 3.9858, 2.1487], [-1.1265, -0.2160, 3.1864], [-1.4994, -1.5414, 1.9339], [-2.3239, 0.1892, 0.5212], [-2.3305, 1.4492, 1.8321], [-4.1772, 0.6605, 2.8452], [-3.8317, -1.0419, 2.5940], [-5.8926, 0.1334, 1.6050], [-4.9247, -0.6446, 0.2604], [-4.6797, 1.0385, 0.6421], [1.4403, 0.6265, -5.1253], [0.7468, -0.7005, -4.1383], [0.0440, 0.4951, -6.2045], [2.1213, 1.9113, -6.1925], [2.8965, 0.6791, -4.0376], [2.3080, -0.5386, -6.1323], [0.5127, 1.8241, -4.1793], [-0.6433, 2.9944, -0.9461], [-1.9484, 4.1730, -1.1611], [0.6248, 4.3044, -1.1056], [0.7491, 1.8546, -0.8035], [-1.8500, 1.6197, -0.9853], [-0.6957, 2.7774, -2.7293], [-0.7720, 3.1906, 0.8659], [-3.1151, -1.5549, -2.5035], [-2.7574, 0.1804, -2.1294], [-4.6962, -1.4248, -1.5188], [-3.5072, -3.2950, -2.7456], [-1.7046, -1.6328, -3.6814], [-2.1088, -2.1105, -1.1512], [-4.1307, -1.0778, -3.9042]], "lowdin_charge": [2.394, -0.077, -0.372, -0.205, -0.304, 1.089, -0.241, -0.236, -0.274, -0.106, -0.273, -0.200, -0.266, -0.130, -0.219, -0.218, -0.263, -0.108, 0.064, 0.075, 0.081, -0.085, 0.110, 0.095, 0.085, -0.040, 0.097, 0.085, 0.084, 0.100, 0.100, 0.105, 0.098, 0.069, 0.071, 0.058, 0.104, -0.086, 0.111, 0.083, 0.110, 0.083, 0.071, 0.079, 0.072, 0.084, 0.088, 0.072, 0.107, 0.099, 0.103, 0.075, 0.048, 0.084, 0.887, -0.492, -0.270, -0.284, -0.285, -0.271, -0.670, 1.035, -0.236, -0.249, -0.356, -0.441, -0.672, -0.210, 1.017, -0.617, -0.308, -0.272, -0.413, -0.254, -0.270]}

=====

No. 3
{"formula": "C16H36As4F24PRb", "method": "the ωB97M-V functional and the def2-TZVPD basis", "lumo_energy_ha": 0.050, "charge": -2, "homo_lumo_gap_ev": 8.26, "mol_weight_g_mol": 1100.55, "e_homo_ev": -6.91, "total_energy_ev": -335710.4402, "elements": ["Rb", "C", "C", "C", "C", "P", "C", "C", "C", "C", "C", "C", "C", "C", "C", "C", "C", "C", "H", "H", "H", "H", "H", "H", "H", "H", "H", "H", "H", "H", "H", "H", "H", "H", "H", "H", "H", "H", "H", "H", "H", "H", "H", "H", "H", "H", "H", "H", "H", "H", "H", "H", "H", "H", "As", "F", "F", "F", "F", "F", "F", "As", "F", "F", "F", "F", "F", "F", "As", "F", "F", "F", "F", "F", "F", "As", "F", "F", "F", "F", "F", "F"], "xyz": [[-1.4379, -4.0547, -4.3612], [1.1483, 4.5392, 6.8224], [0.0240, 3.6553, 6.4029], [-0.1042, 3.4972, 4.9162], [1.0825, 2.8026, 4.3145], [0.8990, 2.3756, 2.4994], [0.7827, 3.9704, 1.4902], [1.9083, 5.1035, 1.5974], [1.5048, 6.2855, 2.5730], [2.5117, 7.4081, 2.5763], [2.4386, 1.5467, 2.0525], [2.5490, 0.8525, 0.7202], [3.5432, -0.2718, 0.7122], [3.3455, -1.3777, 1.7518], [-0.6534, 1.3875, 2.2273], [-0.5457, -0.1065, 2.5105], [-1.7699, -0.8994, 2.0872], [-2.0659, -0.8929, 0.5764], [2.1650, 4.1791, 6.6651], [1.0051, 4.6775, 7.8941], [1.1532, 5.5246, 6.3566], [-0.8584, 4.1622, 6.7933], [0.1456, 2.6793, 6.8728], [-0.2103, 4.4666, 4.4293], [-1.0037, 2.9042, 4.7513], [1.2688, 1.8104, 4.7255], [2.0393, 3.3244, 4.2933], [-0.1982, 4.3728, 1.7434], [0.6407, 3.7182, 0.4393], [1.9013, 5.5369, 0.5973], [2.9014, 4.6583, 1.5364], [1.6310, 5.8665, 3.5713], [0.4697, 6.6269, 2.5639], [2.7512, 7.8718, 1.6194], [3.5012, 7.1609, 2.9609], [2.1548, 8.1557, 3.2848], [2.7192, 0.8593, 2.8505], [3.2824, 2.2252, 2.1781], [2.8007, 1.4761, -0.1376], [1.5757, 0.4934, 0.3855], [4.5758, 0.0660, 0.7999], [3.4717, -0.7750, -0.2521], [3.9821, -2.2057, 1.4400], [2.3738, -1.7898, 2.0240], [3.8000, -1.1033, 2.7038], [-0.9654, 1.5481, 1.1953], [-1.4629, 1.6716, 2.8996], [-0.4024, -0.3026, 3.5731], [0.3270, -0.4631, 1.9635], [-2.6905, -0.5395, 2.5466], [-1.6519, -1.9550, 2.3321], [-2.3291, 0.1058, 0.2280], [-3.0362, -1.3704, 0.4394], [-1.2664, -1.2543, -0.0702], [-7.1462, -4.7707, -4.6077], [-8.6383, -5.7157, -4.5675], [-6.1771, -6.1825, -3.9781], [-5.5757, -3.8658, -4.7050], [-8.0892, -3.3069, -5.1539], [-7.4412, -4.3278, -2.8186], [-6.7777, -5.2280, -6.3302], [0.2306, 0.7673, -5.7473], [0.2856, 1.9447, -4.4036], [1.8649, 1.1018, -6.1935], [0.0925, -0.3854, -7.1167], [-1.4918, 0.3447, -5.4294], [-0.3685, 2.0730, -6.8645], [0.6989, -0.4864, -4.6068], [0.5085, -7.0348, -0.3460], [-1.0763, -6.6333, -1.0945], [0.4061, -5.7012, 0.8470], [2.1891, -7.3591, 0.2148], [0.6147, -8.4265, -1.4409], [1.2268, -5.9157, -1.5074], [-0.1958, -8.1112, 0.8492], [-1.0282, -6.1199, -9.3016], [-2.1340, -6.1087, -10.6645], [-2.0578, -5.1023, -8.2627], [0.1778, -6.1722, -7.8752], [0.1501, -7.2264, -10.1721], [-0.2056, -4.6668, -9.9120], [-1.7641, -7.5883, -8.4782]], "lowdin_charge": [0.838, -0.124, -0.277, -0.264, -0.261, 1.082, -0.230, -0.186, -0.254, -0.127, -0.289, -0.257, -0.248, -0.103, -0.247, -0.258, -0.244, -0.089, 0.073, 0.078, 0.076, 0.117, 0.120, 0.108, 0.107, 0.101, 0.093, 0.081, 0.093, 0.102, 0.103, 0.076, 0.114, 0.076, 0.075, 0.073, 0.089, 0.104, 0.123, 0.108, 0.115, 0.121, 0.082, 0.076, 0.059, 0.093, 0.095, 0.114, 0.086, 0.110, 0.118, 0.062, 0.084, 0.086, 0.958, -0.294, -0.323, -0.330, -0.321, -0.350, -0.310, 0.836, -0.314, -0.263, -0.293, -0.313, -0.318, -0.297, 0.839, -0.306, -0.317, -0.314, -0.285, -0.301, -0.280, 0.927, -0.273, -0.302, -0.362, -0.332, -0.292, -0.326]}

=====

No. 4
{"formula": "C16H36B2N3O5", "method": "the ωB97M-V functional and the def2-TZVPD basis", "lumo_energy_ha": 0.080, "relative_energy_kcal_mol": 38.03, "charge": -1, "homo_lumo_gap_ev": 6.04, "mol_weight_g_mol": 372.10, "e_homo_ev": -3.86, "total_energy_ev": -33239.8775, "elements": ["C", "C", "B", "O", "C", "O", "B", "N", "C", "C", "C", "C", "N", "O", "C", "C", "C", "C", "C", "N", "H", "H", "H", "H", "H", "H", "H", "H", "H", "H", "H", "H", "H", "H", "H", "H", "H", "H", "H", "H", "H", "H", "H", "H", "H", "H", "H", "H", "H", "H", "O", "C", "O", "C", "C", "C", "H", "H", "H", "H", "H", "H"], "xyz": [[2.7858, -0.0120, 1.8931], [3.0681, -0.3070, 0.3742], [1.7446, -0.4951, -0.5249], [1.6394, -1.6002, -1.4074], [0.5039, 0.5435, -0.5333], [-0.6115, -0.3516, -0.3984], [-1.6826, 0.3573, -1.1702], [-2.2554, 1.3950, -0.1702], [-2.8888, -0.5572, -1.8169], [-4.1945, -0.6748, -0.9596], [-5.1785, 0.5179, -1.1137], [-6.1664, 0.4939, 0.1171], [-7.3470, -0.3333, -0.2444], [-0.9319, 0.8563, -2.3375], [0.4111, 1.2144, -1.9936], [0.3647, 2.7662, -2.1116], [1.5618, 3.5282, -1.4627], [1.5774, 3.5666, 0.0920], [0.2153, 3.9219, 0.7650], [-0.6167, 4.8649, -0.0067], [3.1959, -0.8108, 2.5363], [1.7145, 0.1609, 2.0806], [3.3317, 0.9099, 2.1733], [3.6215, -1.2710, 0.3260], [3.7435, 0.4490, -0.0721], [1.8487, -2.3802, -0.8773], [0.4648, 1.2024, 0.3558], [-2.2162, 1.0808, 0.7869], [-1.8723, 2.3234, -0.2815], [-3.1329, -0.2371, -2.8524], [-2.4830, -1.5962, -1.9012], [-3.8920, -0.7635, 0.0972], [-4.7494, -1.5805, -1.2886], [-5.7360, 0.5177, -2.0665], [-4.6685, 1.4977, -1.0477], [-6.4202, 1.5274, 0.4252], [-5.6607, 0.0268, 0.9811], [-8.1145, 0.2824, -0.4777], [-7.6167, -0.9426, 0.5158], [1.1987, 0.6931, -2.5777], [-0.6268, 3.0887, -1.7753], [0.4069, 2.9919, -3.1987], [1.6754, 4.5306, -1.9156], [2.4803, 2.9771, -1.7690], [1.9959, 2.6420, 0.5303], [2.2904, 4.3711, 0.3822], [-0.2996, 2.9889, 1.0464], [0.4665, 4.4227, 1.7286], [-0.7248, 5.7485, 0.4721], [-1.5496, 4.4638, -0.0305], [2.9903, -3.8801, -0.3939], [3.4496, -4.4528, 0.5484], [3.3639, -5.7952, 0.7211], [3.9132, -6.1543, 1.9976], [4.8422, -5.0139, 2.3675], [4.1546, -3.8201, 1.7229], [3.0913, -6.2686, 2.7093], [4.4383, -7.1045, 1.9115], [4.9918, -4.9117, 3.4420], [5.8202, -5.1680, 1.9054], [3.4082, -3.3720, 2.3817], [4.8660, -3.0686, 1.3901]], "lowdin_charge": [-0.114, -0.135, -0.363, 0.110, -0.183, -0.023, -0.934, 0.137, -0.093, -0.246, -0.221, -0.287, -0.028, -0.013, -0.227, -0.131, -0.195, -0.200, -0.276, 0.001, 0.046, 0.069, 0.061, 0.063, 0.098, 0.048, 0.097, 0.049, 0.001, 0.090, 0.092, 0.091, 0.096, 0.098, 0.083, 0.090, 0.096, 0.044, 0.041, 0.141, 0.091, 0.114, 0.093, 0.103, 0.084, 0.094, 0.085, 0.099, 0.053, 0.055, 0.140, -0.457, 0.037, -0.163, -0.161, -0.080, 0.127, 0.122, 0.115, 0.118, 0.133, 0.125]}